# 1
C56H45BCaCl4F4N3OP3Te | wB97M-V/def2-TZVPD

Last column: Mulliken charge in e.
Positions of all 119 atoms, in Å:
Ca  0.910  0.028  0.900  2.86
Cl  8.054  -0.714  2.963  -0.30
C  6.348  -0.453  2.717  0.10
C  5.616  0.207  3.705  -0.99
C  4.262  0.330  3.550  -0.34
C  3.568  -0.142  2.397  -0.61
O  2.307  -0.063  2.334  -0.19
C  4.362  -0.776  1.375  0.42
C  3.796  -1.345  0.205  -0.35
N  2.534  -1.353  -0.111  2.62
C  2.058  -2.122  -1.137  -0.21
C  2.833  -2.844  -2.058  -1.17
C  2.263  -3.684  -2.998  -1.16
C  0.897  -3.867  -3.052  -1.15
C  0.065  -3.161  -2.168  1.55
C  -1.337  -3.311  -2.158  -0.90
C  -2.088  -2.579  -1.264  -1.10
C  -1.444  -1.675  -0.424  0.13
N  -0.133  -1.503  -0.417  1.10
C  0.635  -2.242  -1.235  -0.35
C  5.745  -0.931  1.585  -1.32
H  6.119  0.596  4.578  0.42
H  3.664  0.816  4.307  0.38
H  4.527  -1.889  -0.412  -0.31
H  3.907  -2.738  -2.056  0.43
H  2.905  -4.207  -3.696  0.34
H  0.453  -4.557  -3.757  0.45
H  -1.801  -4.015  -2.838  0.50
H  -3.160  -2.691  -1.213  0.48
H  -2.012  -1.051  0.251  -0.46
H  6.339  -1.452  0.846  0.44
Cl  3.865  3.786  0.479  -0.79
C  1.727  3.757  2.648  0.43
Cl  1.051  5.342  2.654  -0.33
Cl  2.331  3.201  4.158  -0.32
C  1.250  2.858  1.764  -1.08
N  0.936  2.143  0.896  -0.19
Te  -2.729  -2.040  3.387  0.10
F  -0.953  0.202  1.933  -0.79
B  -1.807  1.255  2.398  0.29
F  -2.141  2.051  1.342  0.09
F  -2.969  0.634  2.910  -0.39
F  -1.185  1.939  3.395  -0.23
C  2.361  -3.755  1.935  -2.15
P  1.041  -2.522  2.349  3.20
C  -0.324  -3.707  2.658  -0.21
C  -1.137  -3.531  3.829  -0.73
C  -2.396  -4.239  3.931  -0.70
C  -2.746  -5.140  2.883  -0.81
C  -1.958  -5.271  1.786  -0.62
C  -0.754  -4.532  1.660  -0.42
C  1.478  -2.028  4.053  0.06
C  2.601  -2.464  4.747  -0.77
C  2.914  -1.919  5.982  -0.68
C  2.109  -0.947  6.550  -0.69
C  0.981  -0.512  5.868  -0.92
C  0.687  -1.028  4.622  0.33
H  3.329  -3.257  1.943  0.39
H  2.178  -4.120  0.925  0.41
H  2.353  -4.596  2.630  0.61
H  -0.631  -3.234  4.739  0.87
H  -2.798  -4.425  4.918  0.55
H  -3.660  -5.709  2.986  0.37
H  -2.248  -5.943  0.989  0.40
H  -0.174  -4.635  0.751  0.30
H  3.257  -3.217  4.329  0.27
H  3.807  -2.253  6.493  0.39
H  2.371  -0.515  7.506  0.36
H  0.336  0.247  6.287  0.47
H  -0.155  -0.630  4.072  -0.08
C  -1.444  0.501  -3.054  -1.07
P  -0.414  1.238  -1.653  1.33
C  1.249  0.919  -2.357  0.33
C  2.286  1.653  -1.779  -0.08
C  3.601  1.442  -2.149  -0.58
C  3.903  0.506  -3.126  -0.66
C  2.878  -0.201  -3.734  -0.59
C  1.560  -0.001  -3.353  -0.53
C  -0.498  3.008  -2.145  1.14
C  -1.097  3.908  -1.271  -0.80
C  -1.279  5.229  -1.646  -0.94
C  -0.866  5.661  -2.897  -0.75
C  -0.215  4.784  -3.750  -0.40
C  -0.023  3.467  -3.372  -1.11
P  -3.304  0.365  -2.998  -0.54
C  -3.874  1.197  -1.458  0.37
C  -4.348  0.354  -0.460  -0.45
C  -4.933  0.866  0.682  -0.23
C  -5.067  2.236  0.829  -0.71
C  -4.598  3.083  -0.162  -0.56
C  -4.008  2.573  -1.303  -0.02
C  -3.862  1.721  -4.110  0.34
C  -5.199  1.659  -4.489  -0.55
C  -5.779  2.678  -5.221  -0.58
C  -5.029  3.786  -5.580  -0.53
C  -3.691  3.843  -5.231  -0.55
C  -3.108  2.815  -4.512  0.12
H  -1.141  -0.553  -3.054  0.17
H  -1.169  0.920  -4.028  1.05
H  2.078  2.397  -1.021  -0.28
H  4.370  2.028  -1.665  0.44
H  4.933  0.341  -3.419  0.39
H  3.102  -0.938  -4.495  0.37
H  0.789  -0.577  -3.849  0.37
H  -1.412  3.562  -0.299  0.88
H  -1.743  5.927  -0.961  0.49
H  -1.037  6.684  -3.206  0.37
H  0.139  5.125  -4.716  0.39
H  0.503  2.788  -4.032  0.22
H  -4.257  -0.715  -0.589  0.31
H  -5.263  0.199  1.464  0.39
H  -5.524  2.642  1.720  0.32
H  -4.685  4.156  -0.042  0.36
H  -3.651  3.253  -2.065  0.41
H  -5.785  0.800  -4.187  0.38
H  -6.823  2.617  -5.495  0.37
H  -5.486  4.598  -6.127  0.37
H  -3.099  4.707  -5.495  0.43
H  -2.068  2.890  -4.241  0.18

Computed properties:
LUMO energy   3.126 eV
Total charge   -2
Maximum force   0.051 hartree/bohr
E_HOMO   -0.423 eV
E   -6635.64289 Eh
Multiplicity   1

# 2
C56H46HfNPSb2 | wB97M-V/def2-TZVPD

Last column: Mulliken charge in e.
Positions of all 107 atoms, in Å:
Hf  0.207  0.425  0.486  0.06
C  -5.821  -2.263  3.522  -0.56
C  -4.822  -1.697  4.306  -0.86
C  -3.606  -1.343  3.744  0.23
C  -3.389  -1.566  2.386  0.23
C  -4.395  -2.122  1.597  -0.55
C  -5.609  -2.475  2.168  -0.78
P  -1.810  -1.175  1.573  1.30
C  -1.195  0.129  2.744  -0.70
C  -0.258  -0.105  3.753  -0.09
C  -0.014  0.871  4.708  -1.09
C  -0.669  2.093  4.644  -0.75
C  -1.589  2.346  3.631  -0.73
C  -1.857  1.368  2.689  0.05
C  -0.699  -2.570  1.976  0.22
C  -1.117  -3.589  2.797  -0.44
C  -0.273  -4.677  3.088  -1.15
C  0.968  -4.745  2.525  -0.90
C  1.417  -3.734  1.641  0.51
C  2.675  -3.841  0.998  -0.89
C  3.084  -2.904  0.093  -1.22
C  2.266  -1.789  -0.167  -0.05
C  1.047  -1.595  0.466  0.25
C  0.590  -2.616  1.367  0.81
H  -6.766  -2.538  3.970  0.44
H  -4.990  -1.529  5.361  0.45
H  -2.837  -0.909  4.370  0.47
H  -4.223  -2.288  0.540  0.48
H  -6.387  -2.909  1.554  0.45
H  0.245  -1.063  3.811  0.46
H  0.687  0.675  5.509  0.49
H  -0.477  2.848  5.397  0.46
H  -2.118  3.289  3.591  0.53
H  -2.652  1.527  1.968  1.00
H  -2.110  -3.568  3.227  0.46
H  -0.623  -5.461  3.746  0.45
H  1.621  -5.585  2.730  0.44
H  3.298  -4.700  1.218  0.43
H  4.029  -3.009  -0.423  0.51
H  2.623  -1.080  -0.907  0.37
C  -0.855  4.296  -1.768  -1.03
C  0.099  4.035  -2.922  -0.73
C  1.507  3.628  -2.495  -0.92
Sb  1.855  1.558  -1.957  0.89
C  2.205  0.831  -3.927  0.95
C  1.164  0.839  -4.854  -0.38
C  1.399  0.418  -6.154  -0.73
C  2.662  -0.024  -6.524  -0.58
C  3.691  -0.051  -5.593  -0.77
C  3.466  0.371  -4.289  -0.66
C  3.874  1.854  -1.333  0.52
C  4.696  2.699  -2.074  -0.27
C  6.005  2.918  -1.672  -0.73
C  6.502  2.290  -0.537  -0.76
C  5.690  1.437  0.195  -0.61
C  4.377  1.219  -0.201  -0.51
Sb  -1.611  2.553  -0.752  0.52
C  -3.044  3.612  0.410  0.59
C  -4.393  3.275  0.366  -0.28
C  -5.310  4.015  1.103  -0.78
C  -4.882  5.078  1.886  -0.64
C  -3.533  5.404  1.941  -0.61
C  -2.612  4.671  1.206  -0.69
C  -2.848  1.800  -2.302  1.07
C  -2.828  0.442  -2.611  -0.68
C  -3.656  -0.056  -3.608  -0.84
C  -4.504  0.802  -4.293  -0.59
C  -4.525  2.158  -3.988  -0.75
C  -3.699  2.660  -2.993  -0.49
H  -1.768  4.778  -2.115  0.63
H  -0.400  4.951  -1.022  0.64
H  0.183  4.967  -3.489  0.55
H  -0.330  3.306  -3.616  0.02
H  1.854  4.231  -1.654  0.62
H  2.202  3.772  -3.321  0.46
H  0.171  1.173  -4.573  0.33
H  0.594  0.433  -6.878  0.43
H  2.842  -0.354  -7.538  0.40
H  4.675  -0.399  -5.880  0.43
H  4.275  0.350  -3.569  0.46
H  4.332  3.178  -2.974  0.35
H  6.640  3.578  -2.248  0.46
H  7.524  2.463  -0.226  0.41
H  6.079  0.937  1.073  0.48
H  3.753  0.554  0.378  0.27
H  -4.735  2.447  -0.244  0.51
H  -6.361  3.763  1.057  0.45
H  -5.601  5.658  2.449  0.43
H  -3.198  6.232  2.554  0.47
H  -1.561  4.940  1.250  0.24
H  -2.169  -0.236  -2.077  0.34
H  -3.641  -1.111  -3.849  0.48
H  -5.154  0.413  -5.067  0.41
H  -5.188  2.825  -4.524  0.44
H  -3.733  3.716  -2.754  0.34
N  4.005  4.388  5.678  -0.46
C  3.505  3.827  4.809  -0.46
C  2.862  3.106  3.745  0.40
C  3.083  1.736  3.600  -0.96
C  2.427  1.050  2.596  -0.44
C  1.508  1.678  1.739  2.15
C  1.324  3.057  1.902  -0.36
C  2.000  3.774  2.878  -0.71
H  3.765  1.228  4.269  0.62
H  2.629  -0.012  2.489  0.24
H  0.644  3.605  1.254  0.05
H  1.856  4.841  2.988  0.57

Computed properties:
LUMO energy   -6.347 eV
Total charge   +2
Relative energy (zero: lowest compared OMol25 entry of this formula, charge and spin)   0.883 eV
Maximum force   0.020 hartree/bohr
E_HOMO   -13.304 eV
E   -3085.61146 Eh
Multiplicity   1